--- 1 ---
{
  "formula": "C12H16N2",
  "method": "ωB97M-V/def2-TZVPD",
  "elements": ["C", "C", "C", "C", "N", "C", "N", "H", "H", "H", "H", "H", "H", "H", "H", "C", "C", "C", "C", "C", "C", "C", "H", "H", "H", "H", "H", "H", "H", "H"],
  "positions_angstrom": [[0.01, 3.13, 0.72], [-1.19, 2.54, -0.02], [-0.78, 1.70, -1.18], [0.25, 1.89, -2.05], [0.20, 0.83, -2.92], [-0.76, -0.01, -2.49], [-1.38, 0.51, -1.46], [-0.28, 3.64, 1.64], [0.71, 3.66, 0.10], [0.60, 2.28, 1.08], [-1.80, 1.98, 0.68], [-1.84, 3.36, -0.33], [0.81, 2.78, -2.28], [0.94, 0.57, -3.56], [-1.04, -0.92, -2.98], [-1.35, -1.32, 2.31], [-0.16, -1.69, 1.45], [-0.24, -2.79, 0.60], [0.79, -3.10, -0.28], [1.97, -2.37, -0.23], [2.11, -1.38, 0.73], [1.05, -1.02, 1.56], [-1.83, -0.49, 1.76], [-1.11, -0.96, 3.31], [-2.08, -2.12, 2.29], [-1.18, -3.33, 0.54], [0.60, -3.85, -1.04], [2.78, -2.47, -0.93], [3.06, -0.87, 0.79], [1.12, -0.15, 2.20]],
  "lowdin_charge": [-0.103, -0.202, -0.328, -0.069, 0.042, -0.204, 0.103, 0.071, 0.063, 0.062, 0.097, 0.106, 0.115, 0.148, 0.116, -0.043, -0.285, -0.063, -0.093, -0.105, -0.095, -0.055, 0.076, 0.077, 0.069, 0.108, 0.098, 0.093, 0.096, 0.103],
  "multiplicity": 1,
  "homo_lumo_gap_ha": 0.3446,
  "smiles": "CCc1c[nH]cn1.Cc1ccccc1"
}


--- 2 ---
{
  "formula": "C12H16N2",
  "method": "ωB97M-V/def2-TZVPD",
  "elements": ["C", "C", "C", "C", "N", "C", "N", "H", "H", "H", "H", "H", "H", "H", "H", "C", "C", "C", "C", "C", "C", "C", "H", "H", "H", "H", "H", "H", "H", "H"],
  "positions_angstrom": [[4.85, -0.67, -0.54], [3.55, -0.49, 0.14], [2.88, 0.85, 0.05], [1.61, 1.22, 0.40], [1.48, 2.60, 0.36], [2.81, 3.03, 0.01], [3.59, 2.05, -0.11], [5.70, -0.12, -0.15], [4.79, -0.32, -1.57], [5.00, -1.76, -0.62], [2.69, -1.09, -0.25], [3.41, -0.91, 1.17], [0.78, 0.55, 0.49], [0.65, 3.05, 0.02], [2.92, 4.11, 0.02], [-4.21, 0.10, -1.70], [-3.43, -0.49, -0.51], [-2.05, -0.73, -0.61], [-1.39, -1.37, 0.46], [-2.11, -1.65, 1.61], [-3.50, -1.49, 1.65], [-4.16, -0.85, 0.63], [-4.68, 0.99, -1.29], [-5.09, -0.52, -1.88], [-3.46, 0.14, -2.49], [-1.49, -0.17, -1.37], [-0.33, -1.51, 0.29], [-1.67, -2.20, 2.44], [-3.95, -1.76, 2.60], [-5.19, -0.57, 0.75]],
  "lowdin_charge": [-0.117, -0.243, -0.281, -0.091, 0.047, -0.197, 0.092, 0.075, 0.077, 0.075, 0.112, 0.123, 0.088, 0.128, 0.111, -0.047, -0.271, -0.052, -0.098, -0.097, -0.090, -0.062, 0.072, 0.078, 0.075, 0.106, 0.082, 0.100, 0.099, 0.106],
  "multiplicity": 1,
  "homo_lumo_gap_ha": 0.3384,
  "smiles": "CCc1c[nH]cn1.Cc1ccccc1"
}


The most stable of them is 1.


--- 1 ---
{
  "formula": "H4N4O2",
  "method": "ωB97M-V/def2-TZVPD",
  "elements": ["H", "N", "N", "N", "H", "H", "O", "N", "O", "H"],
  "positions_angstrom": [[1.22, -0.29, 1.76], [1.46, -0.28, 0.78], [0.80, 0.60, 0.25], [-0.13, 1.17, 0.96], [-0.77, 1.80, 0.46], [-0.43, 0.80, 1.84], [-2.06, -1.33, -1.49], [-1.10, -0.61, -1.34], [0.08, -1.19, -1.83], [0.93, -0.68, -1.40]],
  "lowdin_charge": [0.033, 0.040, -0.231, 0.025, 0.113, 0.095, 0.002, -0.121, -0.087, 0.130],
  "multiplicity": 1,
  "homo_lumo_gap_ha": 0.3874,
  "smiles": "[H]/N=N\\N.O=NO"
}


--- 2 ---
{
  "formula": "H4N4O2",
  "method": "ωB97M-V/def2-TZVPD",
  "elements": ["N", "N", "N", "N", "O", "O", "H", "H", "H", "H"],
  "positions_angstrom": [[-0.45, -0.70, 1.78], [0.39, -0.60, 0.76], [0.02, 0.46, -0.07], [0.33, 0.29, -1.28], [0.75, -0.67, -1.85], [0.29, 1.42, -2.07], [-0.53, 0.15, 2.30], [-1.31, -1.09, 1.48], [0.43, -1.47, 0.40], [0.06, 2.19, -1.45]],
  "lowdin_charge": [-0.009, -0.129, 0.081, -0.434, 0.053, 0.061, 0.078, 0.074, 0.073, 0.153],
  "multiplicity": 1,
  "homo_lumo_gap_ha": 0.3599,
  "smiles": "NN/N=[N+](\\[O-])O"
}


The most stable of them is 1.